[1]
C23H21InN4O8 as an isolated structure at a distorted geometry, computed with wB97M-V/def2-TZVPD.

- LUMO energy: -0.921 eV
- Highest occupied orbital energy: -7.816 eV
- Energy: -1900.19331 Eh
- Frontier orbital gap: 0.2534 Ha

```
57
Properties=species:S:1:pos:R:3:forces:R:3
In 6.180752 10.888068 12.862562 0.57 0.37 -0.15
O 3.749285 16.490436 14.457382 0.33 -0.88 -0.01
C 4.027513 15.200812 14.100875 -0.52 0.76 0.51
O 3.711889 14.750680 13.040825 0.09 -0.06 -0.07
C 4.630846 14.452267 15.254659 1.23 0.33 0.04
O 4.744443 13.134063 14.816801 0.89 -0.83 0.38
C 3.516088 10.719183 14.838253 1.30 -2.30 0.70
C 3.471199 10.069487 13.457314 -0.03 0.67 -1.40
O 2.797470 9.107680 13.192197 -0.27 -0.33 0.56
O 4.167962 10.727023 12.534646 -0.32 -0.40 0.83
H 3.184088 16.768596 13.733768 -0.25 0.66 -0.34
H 3.956025 14.523557 16.084439 -0.46 0.20 0.57
H 5.595514 14.945295 15.605097 -0.88 -0.61 -0.56
H 3.019379 11.636105 14.781702 -0.77 1.52 -0.07
H 3.053879 10.050689 15.618215 0.59 0.61 -0.77
O 5.873926 10.233185 5.744775 -0.20 -0.43 0.27
C 5.853929 9.266282 6.527125 0.59 0.53 0.49
O 5.774034 8.040881 6.392258 -0.17 -0.05 -0.32
C 6.062192 9.681620 8.053260 -0.05 -0.26 -1.70
C 6.083222 11.003530 8.416057 0.38 0.94 -0.56
C 6.280080 11.309654 9.739960 0.61 -0.36 0.94
N 6.430060 10.347254 10.678181 -0.53 -0.61 -0.63
C 6.352433 9.031768 10.318939 0.34 1.62 -0.15
C 6.264959 8.692376 8.980073 -0.45 0.11 1.24
C 6.341892 8.071676 11.441726 0.25 -0.05 0.25
C 6.223247 6.706370 11.285382 -0.16 0.03 1.18
C 6.120663 5.902290 12.420791 0.16 0.65 0.17
C 6.207436 6.432144 13.709077 -0.60 1.49 -0.50
C 6.331694 7.833547 13.772662 0.17 -0.82 -0.62
N 6.409312 8.596246 12.663488 -0.10 -0.03 1.49
C 6.368934 12.706601 10.259669 -0.03 -0.30 -1.43
C 6.297530 13.807893 9.399226 -0.56 -1.55 -1.30
C 6.211368 15.071312 9.920657 0.41 -0.39 -0.49
C 6.367214 15.188850 11.287171 -0.48 1.39 0.93
C 6.416688 14.066123 12.076749 0.91 -0.33 -0.10
N 6.462128 12.831220 11.554548 -0.60 0.70 1.48
H 6.061337 11.767953 7.612506 -0.32 -0.80 0.58
H 6.243264 7.687709 8.640519 -0.03 -0.74 -0.32
H 6.116029 6.307055 10.316256 -0.03 -0.55 -0.87
H 5.925471 4.869455 12.294201 -0.05 -0.90 -0.12
H 5.981907 5.882936 14.623688 0.40 -0.06 -0.41
H 6.363485 8.340705 14.736740 -0.03 0.08 -0.28
H 6.207917 13.527652 8.319298 0.08 0.94 1.12
H 6.046153 15.896945 9.246838 0.14 0.30 0.18
H 6.365921 16.181993 11.766954 -0.06 -0.64 -0.27
H 6.500103 14.122286 13.155288 -0.06 0.05 -0.05
N 4.785127 12.307644 17.020442 -0.11 -0.97 0.23
C 5.327794 12.158467 15.706184 -0.54 -0.14 -1.29
O 4.945999 10.915937 15.089289 -0.75 0.30 0.50
C 6.868909 12.173704 15.670714 -0.07 -0.70 0.08
C 7.545545 11.462797 14.451689 0.01 -0.40 0.65
H 3.767508 12.115600 16.974468 0.75 0.27 0.12
H 5.197138 11.526878 17.562180 -0.42 0.79 -0.11
H 7.165924 11.699722 16.642005 0.15 0.60 -0.80
H 7.193992 13.210758 15.621658 -0.09 0.12 0.57
H 8.070343 10.544282 14.822428 -0.36 0.78 -0.50
H 8.288467 12.139254 14.014379 0.00 -0.28 0.17
```
Forces are in eV/Å.



[2]
An isolated ion of composition C4H9O2 and charge -1 at a distorted geometry, computed with wB97M-V/def2-TZVPD.

- LUMO energy: 3.774 eV
- Highest occupied orbital energy: -2.371 eV
- Net charge: -1
- Energy: -308.21544 Eh
- Frontier orbital gap: 0.2258 Ha

```
15
Properties=species:S:1:pos:R:3:forces:R:3
O -0.087068 0.280233 2.465967 -2.09 -0.99 -0.27
C -0.965074 -0.424685 1.643085 1.87 2.90 -0.84
C -0.097893 -1.018298 0.493171 -1.29 -1.86 0.90
C 0.731525 -0.025025 -0.243460 0.14 1.24 0.89
C -0.064076 0.935668 -1.170907 3.99 -1.19 -1.45
O 0.726538 0.864949 -2.491202 -1.12 0.84 0.43
H -1.797821 0.261727 1.081663 1.13 -0.76 0.78
H -1.601040 -1.251946 1.985804 0.10 -0.27 0.85
H 0.713421 -1.600647 0.977077 -0.92 -0.48 0.12
H -0.885630 -1.685768 0.026111 1.31 0.34 -0.80
H 1.657631 -0.480960 -0.665688 -1.03 0.27 -0.61
H 1.147396 0.477073 0.654071 -0.28 0.50 -0.36
H -0.901634 0.393051 -1.522024 -1.49 0.24 0.19
H -0.159663 1.984297 -0.820620 -0.30 -0.84 -0.29
H 1.583389 1.290330 -2.413049 -0.02 0.07 0.45
```
Forces are in eV/Å.



[3]
A 3-piece molecular cluster, C3H8O3 overall, computed with wB97M-V/def2-TZVPD.

- LUMO energy: 0.553 eV
- Highest occupied orbital energy: -10.057 eV
- Energy: -344.73428 Eh
- Frontier orbital gap: 0.3899 Ha

```
14
Properties=species:S:1:pos:R:3:forces:R:3
H 1.104992 3.005936 0.506819 -0.04 -0.02 -0.01
H 0.442148 2.667092 0.521929 0.07 0.06 0.01
O -1.216238 0.860306 0.469155 -0.14 -0.26 -0.43
C -1.404204 0.142184 -0.487337 0.03 0.13 0.28
C -1.178884 -1.346922 -0.391829 -0.04 0.08 -0.19
O -0.635549 -1.693350 0.845689 -0.10 0.01 0.12
H -1.759495 0.544779 -1.455181 0.03 -0.04 0.11
H -2.147515 -1.841667 -0.583136 0.11 0.06 0.02
H -0.500597 -1.660025 -1.198513 -0.10 0.05 0.07
H -0.822507 -0.945236 1.437396 0.09 -0.12 -0.03
C 2.025529 0.066249 0.089013 0.28 0.05 0.02
O 3.219396 0.204902 0.055733 -0.46 -0.07 -0.01
H 1.417063 0.018747 -0.840546 0.13 0.01 0.07
H 1.455863 -0.022999 1.030807 0.13 0.04 -0.05
```
Forces are in eV/Å.



[4]
A 2-piece molecular cluster, C2H4ClFO2 overall at a distorted geometry, computed with wB97M-V/def2-TZVPD.

- LUMO energy (spin up / spin down): 0.777 / -2.959 eV
- Highest occupied orbital energy (spin up / spin down): -6.508 / -11.143 eV
- Energy: -788.97668 Eh
- Spin multiplicity: 3
- Frontier orbital gap (spin up / spin down): 0.2677 / 0.3008 Ha
- Expectation value of S²: 2.006

```
10
Properties=species:S:1:pos:R:3:forces:R:3
C -0.841501 0.423780 0.787233 6.48 -1.63 3.54
C 0.452845 1.197220 0.572081 -0.19 0.01 0.69
O -1.876308 0.744740 0.289045 -5.88 1.77 -2.84
O -0.000152 -1.358467 -0.854454 -0.17 -0.53 -0.27
F 0.520707 1.711762 -0.679314 -0.13 0.11 -0.44
Cl 1.875072 0.147782 0.848801 -0.10 0.20 0.21
H 0.538980 2.032701 1.282331 0.12 -0.13 -0.24
H -0.728500 -0.419603 1.491417 -0.30 0.17 -0.35
H 0.673271 -1.145336 -1.504625 0.01 0.01 -0.17
H -0.850883 -1.291929 -1.302692 0.16 0.01 -0.13
```
Forces are in eV/Å.



[5]
C12H10ClCoF3O3S2Te as an isolated structure, computed with wB97M-V/def2-TZVPD.

- LUMO energy (spin up / spin down): 4.263 / 4.263 eV
- Highest occupied orbital energy (spin up / spin down): -1.340 / -1.259 eV
- Net charge: -2
- Energy: -3895.96655 Eh
- Spin multiplicity: 2
- Frontier orbital gap (spin up / spin down): 0.2059 / 0.2029 Ha
- Expectation value of S²: 0.779

```
33
Properties=species:S:1:pos:R:3:forces:R:3
Co 0.042564 0.243696 -0.601629 0.12 -0.01 -0.03
Te -1.698470 -0.657506 -2.451840 0.02 0.07 0.01
C -1.469161 -2.736243 -2.193541 -0.09 0.00 -0.10
C -0.684737 -3.447991 -1.328014 0.03 -0.01 0.04
C -0.809901 -4.860325 -1.461257 0.01 0.00 0.01
C -1.692874 -5.227236 -2.429912 -0.01 0.02 -0.01
S -2.369413 -3.833590 -3.180879 0.06 -0.02 0.06
H -0.032946 -2.964569 -0.614338 0.02 0.02 0.01
H -0.261172 -5.570434 -0.855482 0.00 0.00 0.00
H -1.971152 -6.225352 -2.730176 -0.01 0.00 -0.01
C 0.991887 0.483006 4.057364 -0.01 -0.01 0.00
C 0.637382 -0.714332 3.449391 0.01 0.00 0.03
C 0.408264 -0.757113 2.078115 -0.01 0.00 -0.01
C 0.509496 0.374534 1.254159 0.01 0.02 0.03
C 0.868426 1.567601 1.901441 0.02 0.01 -0.02
C 1.106751 1.623255 3.270045 0.01 0.01 0.01
H 1.177660 0.526389 5.125880 0.00 0.00 0.00
H 0.542791 -1.618200 4.045218 0.00 0.00 0.00
H 0.138589 -1.714484 1.636089 0.00 -0.01 -0.01
H 0.972631 2.476149 1.318355 -0.01 -0.01 0.02
H 1.388566 2.567422 3.727307 0.00 0.00 -0.01
Cl 3.224690 0.204536 -0.821980 -0.04 0.06 0.02
C 1.654732 -0.757340 -0.949262 -0.02 -0.11 0.00
H 1.832348 -1.597502 -0.274637 -0.03 -0.03 0.00
H 1.673922 -1.125149 -1.977704 -0.02 -0.01 0.01
F -2.126050 4.446915 -0.024950 0.02 0.01 -0.03
C -1.533047 4.597972 -1.220816 -0.02 -0.02 0.00
F -2.373390 4.111689 -2.148407 0.03 0.02 0.03
F -1.426017 5.925220 -1.442146 -0.01 -0.02 0.00
S 0.120565 3.776017 -1.284612 -0.05 0.10 -0.02
O 0.563223 4.056737 -2.627222 0.00 -0.02 0.01
O 0.840885 4.433097 -0.220428 0.00 -0.01 0.00
O -0.247027 2.393126 -1.024136 -0.03 -0.06 -0.02
```
Forces are in eV/Å.



[6]
C46H61Cl2N6OPRhS as an isolated structure at a distorted geometry, computed with wB97M-V/def2-TZVPD.

- LUMO energy (spin up / spin down): -2.936 / -2.937 eV
- Highest occupied orbital energy (spin up / spin down): -9.157 / -9.281 eV
- Net charge: +1
- Energy: -3963.49804 Eh
- Frontier orbital gap (spin up / spin down): 0.2286 / 0.2331 Ha

```
119
Properties=species:S:1:pos:R:3:forces:R:3
Rh 0.248103 -0.017323 -0.020490 1.37 -0.83 0.72
C -0.874625 -2.763084 3.626251 0.03 0.08 0.01
C -1.600114 -3.107923 2.324015 0.00 -0.09 -0.01
C -0.629726 -3.339176 1.161430 0.08 0.04 -0.05
C -2.742245 -2.169679 1.971659 -0.25 -0.03 -0.02
C -4.024756 -2.715240 1.973770 0.04 -0.01 -0.03
C -5.144451 -1.965944 1.655435 0.04 0.02 0.00
C -4.995344 -0.628701 1.342941 0.00 -0.01 0.03
C -3.740692 -0.020535 1.335898 -0.22 -0.15 0.04
C -3.672248 1.466507 1.055028 0.18 0.09 -0.10
C -4.368094 2.265314 2.156580 -0.05 0.06 0.09
C -4.273204 1.808055 -0.312861 -0.04 -0.02 -0.01
C -2.625834 -0.809384 1.642556 0.55 0.14 -0.03
N -1.310599 -0.202431 1.607771 -0.15 0.60 0.23
C -0.925064 0.414708 2.672770 0.69 -0.07 -0.70
C 0.485888 0.987588 2.689028 -0.52 -0.24 -0.59
N 1.228118 0.800318 1.652490 -0.41 -0.03 0.52
C 2.610785 1.257348 1.758182 -0.44 -0.28 -0.11
C 3.574990 0.394376 2.295316 0.20 0.17 -0.04
C 4.868123 0.899970 2.422262 -0.04 -0.05 -0.02
C 5.200599 2.181847 2.031455 -0.03 0.04 -0.03
C 4.227048 2.998543 1.490113 -0.01 -0.07 0.05
C 2.916968 2.555603 1.344425 0.22 0.01 0.06
C 1.901434 3.507020 0.756512 -0.16 -0.09 0.01
C 2.194945 3.742992 -0.725129 0.03 -0.02 -0.02
C 1.851126 4.823530 1.532265 -0.01 0.06 -0.01
C 3.383590 -1.024076 2.810364 0.07 -0.03 0.00
C 2.429247 -1.921090 2.042482 0.00 -0.16 -0.07
C 3.042430 -1.034319 4.301917 -0.04 -0.01 0.04
C 0.667743 1.636307 3.999501 0.21 -0.10 -0.35
C 1.692694 2.315565 4.599106 0.11 0.09 0.10
C 1.508280 2.777980 5.926033 -0.07 -0.07 -0.09
C 0.346606 2.551504 6.619421 0.06 0.05 0.02
C -0.725679 1.849229 6.016898 -0.03 0.02 0.08
C -1.966433 1.526113 6.619984 0.00 -0.01 -0.05
C -2.913029 0.812909 5.928780 0.04 -0.01 -0.07
C -2.698279 0.379196 4.598102 -0.12 -0.06 0.15
C -1.511516 0.693155 3.993825 -0.05 -0.30 -0.32
C -0.533477 1.417060 4.706069 -0.02 0.08 0.29
H -0.266252 -3.614359 3.932655 0.03 -0.01 0.01
H -1.572407 -2.541214 4.433578 -0.07 -0.01 0.01
H -0.202214 -1.914129 3.521310 0.00 0.04 -0.01
H -2.092755 -4.068191 2.507626 0.06 0.04 0.03
H -0.311600 -2.404525 0.685252 0.01 -0.05 0.08
H -1.081861 -3.970584 0.397507 0.01 -0.02 0.01
H 0.265552 -3.847474 1.515583 0.05 -0.04 0.03
H -4.136396 -3.762073 2.227070 -0.02 -0.02 0.01
H -6.124464 -2.421019 1.659553 -0.05 -0.02 0.02
H -5.870979 -0.029767 1.128659 -0.02 -0.01 -0.03
H -2.621134 1.752402 1.039227 -0.01 0.05 0.00
H -5.423700 2.000750 2.228582 -0.05 0.00 -0.01
H -4.312900 3.333295 1.942552 0.01 0.05 -0.01
H -3.913741 2.096746 3.133184 -0.02 0.01 -0.07
H -5.271297 1.384192 -0.427323 -0.03 0.02 0.01
H -3.653439 1.446089 -1.133566 0.05 -0.09 -0.01
H -4.371798 2.887405 -0.435563 -0.01 0.04 0.01
H 5.632038 0.249164 2.829742 0.03 0.00 0.01
H 6.217579 2.534039 2.129950 0.04 0.02 0.01
H 4.481239 3.999937 1.171953 0.04 0.03 -0.03
H 0.922383 3.034522 0.832353 0.00 0.04 0.01
H 3.196085 4.153849 -0.860939 0.02 0.03 0.00
H 1.482217 4.447494 -1.158889 -0.05 0.02 -0.03
H 2.151157 2.806975 -1.284254 0.00 -0.03 0.00
H 2.785447 5.376667 1.441016 0.04 0.02 0.00
H 1.664348 4.658563 2.593539 -0.02 -0.03 0.04
H 1.060835 5.472798 1.149671 -0.03 -0.01 -0.03
H 4.375249 -1.477924 2.708367 -0.06 0.03 0.03
H 1.389627 -1.667064 2.222247 -0.06 0.05 -0.01
H 2.572890 -2.950664 2.377317 0.00 -0.03 0.01
H 2.593602 -1.880550 0.967814 0.04 0.00 -0.01
H 2.036093 -0.652301 4.481085 -0.05 0.02 0.00
H 3.736498 -0.425416 4.880379 0.04 0.04 0.01
H 3.080333 -2.053386 4.688604 0.00 -0.04 0.01
H 2.633277 2.493920 4.093779 -0.02 -0.02 0.00
H 2.316246 3.312336 6.403249 0.05 0.04 0.03
H 0.246274 2.905152 7.637308 -0.01 0.02 0.03
H -2.162219 1.840084 7.635905 -0.01 0.02 0.06
H -3.850077 0.569835 6.409402 -0.03 -0.01 0.01
H -3.467793 -0.188511 4.091275 0.03 0.00 0.00
C -1.001980 0.382336 -5.932777 -0.09 -0.10 -0.10
N -0.596733 -1.054031 -5.568448 0.03 0.03 -0.02
C 0.886261 -1.230543 -5.943247 -0.08 -0.10 -0.10
N 1.684734 -0.253115 -5.312782 -0.02 0.00 -0.05
C 1.236949 1.086506 -5.673720 0.08 0.08 -0.05
N -0.156334 1.322433 -5.302459 0.01 0.02 -0.05
C -0.340509 1.361629 -3.847831 -0.01 0.05 0.04
P 0.158804 -0.208676 -2.986245 -0.20 0.08 0.47
C -0.818277 -1.322848 -4.108416 -0.15 -0.13 -0.10
C 1.778263 -0.426186 -3.858075 0.08 -0.05 0.07
H -2.041861 0.499193 -5.623038 0.05 0.03 -0.02
H -0.919315 0.444587 -7.020706 -0.01 0.02 0.06
H -1.157168 -1.703882 -6.120958 0.02 0.02 0.00
H 0.926054 -1.134659 -7.031203 0.02 -0.01 0.06
H 1.164231 -2.241255 -5.640005 0.02 0.06 -0.02
H 1.339893 1.218252 -6.753599 0.00 0.00 0.03
H 1.866336 1.815143 -5.165347 0.00 0.00 -0.03
H -1.387163 1.578945 -3.622083 0.03 0.01 0.01
H 0.243376 2.188599 -3.439918 -0.01 -0.04 -0.01
H -1.882487 -1.198870 -3.898712 0.06 0.00 0.02
H -0.551058 -2.366015 -3.928852 0.01 0.03 0.01
H 2.174657 -1.418654 -3.629507 0.02 0.03 0.01
H 2.510003 0.284713 -3.468599 -0.06 -0.02 -0.04
Cl -0.884714 2.345299 -0.846265 -0.26 0.44 0.00
C -1.531061 4.006304 -0.737116 0.04 -0.05 0.01
Cl -1.806550 4.716403 -2.328341 -0.02 0.03 -0.06
H -0.797557 4.604946 -0.205909 -0.04 0.01 -0.03
H -2.476177 3.960464 -0.206335 0.05 0.04 -0.01
C -3.839970 -2.874688 -2.290207 0.00 -0.07 -0.02
C -2.572247 -2.553132 -1.528165 -0.06 -0.01 0.04
O -2.339867 -1.148995 -1.439863 -0.18 0.01 -0.12
H -3.976181 -3.952525 -2.377826 0.01 -0.05 0.00
H -3.822942 -2.450301 -3.294897 0.00 0.03 -0.05
H -4.710715 -2.475137 -1.769779 -0.03 0.04 0.03
H -1.689479 -2.971429 -2.016449 -0.01 -0.03 0.00
H -2.613618 -2.980959 -0.525903 -0.07 0.00 -0.08
H -3.055748 -0.779675 -0.906906 0.05 0.08 0.07
S 4.614216 0.640142 -1.698995 -0.26 -0.09 0.14
C 3.172875 0.097280 -1.179149 0.46 0.05 -0.23
N 2.117124 -0.323598 -0.888083 -0.62 0.52 0.23
```
Forces are in eV/Å.